{
  "formula": "C25H59O13",
  "method": "ωB97M-V with the def2-TZVPD basis set",
  "symbols": ["C", "O", "C", "C", "C", "C", "O", "O", "H", "H", "H", "H", "H", "H", "H", "H", "H", "C", "O", "C", "C", "O", "C", "H", "H", "H", "H", "H", "H", "H", "H", "H", "H", "C", "O", "C", "C", "O", "C", "H", "H", "H", "H", "H", "H", "H", "H", "H", "H", "C", "O", "C", "C", "O", "C", "H", "H", "H", "H", "H", "H", "H", "H", "H", "H", "C", "O", "C", "C", "O", "C", "H", "H", "H", "H", "H", "H", "H", "H", "H", "H", "C", "O", "C", "C", "O", "C", "H", "H", "H", "H", "H", "H", "H", "H", "H", "H"],
  "coordinates": [[1.654, -2.553, -1.669], [1.456, -1.116, -1.490], [0.144, -0.945, -0.838], [-0.952, -0.854, -2.006], [-1.894, -2.137, -2.155], [-3.103, -2.170, -1.073], [-4.236, -2.658, -1.439], [-2.938, -1.696, 0.229], [2.032, -2.766, -2.741], [0.699, -3.149, -1.503], [2.470, -2.862, -0.933], [0.188, 0.089, -0.329], [-0.061, -1.738, -0.045], [-1.548, 0.116, -1.841], [-0.387, -0.715, -3.005], [-2.427, -2.037, -3.177], [-1.352, -3.139, -2.185], [-1.915, -2.689, 4.852], [-2.878, -3.731, 4.808], [-4.056, -3.413, 5.544], [-5.179, -2.943, 4.624], [-4.858, -1.704, 4.003], [-4.399, -1.871, 2.658], [-1.179, -2.874, 4.066], [-2.362, -1.707, 4.683], [-1.402, -2.699, 5.819], [-3.843, -2.665, 6.316], [-4.375, -4.332, 6.048], [-6.079, -2.776, 5.226], [-5.416, -3.706, 3.873], [-5.249, -2.069, 1.999], [-3.670, -2.678, 2.570], [-3.924, -0.941, 2.344], [-1.388, 1.293, 1.719], [-1.513, 1.961, 0.469], [-2.817, 2.499, 0.271], [-2.852, 3.996, 0.565], [-2.614, 4.263, 1.946], [-1.276, 4.672, 2.194], [-0.324, 1.151, 1.924], [-1.825, 1.868, 2.540], [-1.866, 0.310, 1.660], [-3.556, 1.962, 0.874], [-3.069, 2.343, -0.783], [-3.853, 4.375, 0.335], [-2.136, 4.536, -0.065], [-1.145, 5.716, 1.888], [-0.551, 4.043, 1.671], [-1.091, 4.596, 3.267], [5.715, 0.087, 2.029], [5.193, -0.264, 0.756], [3.845, 0.179, 0.583], [3.782, 1.460, -0.243], [4.385, 2.557, 0.446], [5.703, 2.824, -0.015], [6.801, -0.030, 1.995], [5.487, 1.121, 2.298], [5.316, -0.589, 2.791], [3.351, 0.312, 1.552], [3.315, -0.611, 0.043], [2.732, 1.722, -0.404], [4.245, 1.317, -1.226], [5.659, 3.349, -0.974], [6.293, 1.911, -0.122], [6.194, 3.470, 0.716], [10.673, -0.615, -3.347], [11.327, 0.464, -2.692], [10.700, 1.717, -2.955], [9.804, 2.145, -1.797], [8.691, 1.267, -1.648], [8.884, 0.326, -0.598], [11.022, -1.547, -2.897], [9.587, -0.565, -3.242], [10.941, -0.620, -4.409], [10.138, 1.682, -3.894], [11.500, 2.455, -3.071], [9.400, 3.139, -2.015], [10.375, 2.214, -0.864], [8.729, 0.816, 0.369], [9.879, -0.124, -0.628], [8.142, -0.466, -0.712], [-10.233, -0.998, -3.016], [-9.280, -1.651, -2.191], [-8.013, -1.796, -2.835], [-7.024, -0.734, -2.366], [-7.433, 0.575, -2.773], [-8.060, 1.295, -1.722], [-11.067, -0.680, -2.385], [-9.816, -0.116, -3.509], [-10.611, -1.697, -3.769], [-8.125, -1.774, -3.925], [-7.625, -2.781, -2.558], [-6.055, -0.926, -2.834], [-6.885, -0.779, -1.281], [-7.303, 1.663, -1.022], [-8.791, 0.685, -1.185], [-8.578, 2.152, -2.160]],
  "homo_lumo_gap_ev": 6.7,
  "e_tot_ha": -1965.8263,
  "total_charge": -1
}